121
Properties=species:S:1:pos:R:3:forces:R:3 method="wB97M-V/def2-TZVPD" multiplicity=3 s2=2.014 e_lumo_ha="-0.044 / -0.010" homo_energy_ev="-8.0 / -8.0" energy_ha=-4312.1744 gap_ev="6.806 / 7.720" de_lowest_ev=0.000 max_force_ha_per_bohr=0.061
V -1.859 1.397 2.813 -0.186 -1.435 -0.173
N -4.327 1.568 1.895 1.001 0.237 0.436
O -4.020 1.300 3.108 0.402 0.097 0.395
O -5.432 1.618 1.483 -0.390 -0.094 -0.176
O -3.283 1.809 1.200 0.509 -0.094 -0.083
N -0.865 0.231 4.951 -0.161 0.648 -0.816
O -0.185 0.902 4.098 -0.037 0.141 -0.320
O -0.388 -0.316 5.886 0.149 -0.301 0.352
O -2.104 0.251 4.678 -0.385 0.219 -0.576
C -0.507 -0.767 -0.593 -0.376 0.000 -0.339
F 0.565 -0.402 -1.291 -0.410 -0.031 0.160
F -1.614 -0.223 -1.115 0.528 -0.305 0.072
F -0.608 -2.094 -0.583 0.004 0.501 0.058
S -0.329 -0.179 1.132 -0.645 0.959 2.904
O 0.848 -0.774 1.663 0.296 -0.121 -0.843
O -0.415 1.307 1.184 0.575 0.454 -0.512
O -1.555 -0.490 1.913 -0.492 -1.353 -0.462
N 3.995 0.155 -4.141 0.358 0.437 -0.382
C 4.286 0.432 -5.450 -0.299 -0.132 -0.291
C 3.134 0.278 -6.175 -0.081 -0.139 -0.092
C 2.113 -0.137 -5.274 -0.209 0.657 0.103
C 2.660 -0.121 -4.023 0.391 -0.931 0.439
H 4.690 0.132 -3.418 -0.224 0.068 0.230
H 5.260 0.702 -5.816 0.133 0.021 0.285
H 3.040 0.459 -7.232 -0.019 -0.094 -0.026
H 1.074 -0.344 -5.473 0.024 0.002 -0.171
H 2.275 -0.446 -3.070 -0.110 0.074 -0.053
N -3.825 2.597 -3.837 0.118 -0.289 0.348
C -3.840 1.626 -2.860 -0.096 0.500 -0.393
C -5.123 1.544 -2.385 0.081 -0.023 0.110
C -5.907 2.489 -3.101 0.090 -0.017 -0.264
C -5.073 3.129 -3.984 0.009 -0.008 0.036
H -2.988 2.902 -4.298 -0.076 0.050 -0.134
H -2.930 1.091 -2.662 -0.064 -0.057 0.309
H -5.466 0.916 -1.579 0.020 -0.111 -0.068
H -6.973 2.622 -3.039 0.011 0.130 0.154
H -5.249 3.917 -4.695 -0.105 -0.023 -0.025
N 4.435 3.615 -0.001 0.302 -0.074 -0.045
C 3.808 3.301 -1.178 -0.136 -0.179 -0.094
C 3.041 2.183 -0.966 -0.020 0.059 0.219
C 3.212 1.818 0.400 0.406 -0.403 0.043
C 4.118 2.684 0.951 -0.398 0.064 0.008
H 5.133 4.327 0.107 -0.047 0.044 -0.016
H 3.962 3.862 -2.083 0.040 0.118 0.068
H 2.446 1.671 -1.705 -0.045 0.096 -0.009
H 2.831 0.958 0.929 -0.229 0.036 -0.141
H 4.522 2.686 1.949 0.082 0.181 -0.013
N 3.343 -1.290 4.517 -0.163 -0.245 0.272
C 4.286 -1.045 5.476 0.000 0.200 -0.274
C 5.297 -0.337 4.876 -0.082 0.113 0.466
C 4.948 -0.160 3.512 0.307 -0.071 0.053
C 3.734 -0.768 3.324 0.041 0.089 -0.200
H 2.497 -1.813 4.663 0.007 0.045 -0.153
H 4.152 -1.365 6.494 -0.018 -0.009 0.033
H 6.139 0.077 5.408 0.135 -0.120 -0.168
H 5.582 0.293 2.769 -0.194 0.101 -0.122
H 3.111 -0.870 2.452 0.026 -0.024 -0.024
N 1.223 -4.655 4.990 0.020 -0.383 -0.163
C 0.656 -3.432 4.760 0.405 0.253 0.286
C -0.025 -3.491 3.584 0.022 -0.056 -0.475
C 0.136 -4.809 3.068 -0.378 -0.044 0.118
C 0.892 -5.507 3.968 0.461 0.165 -0.031
H 1.902 -4.884 5.692 -0.130 0.132 0.166
H 0.810 -2.602 5.430 -0.161 -0.079 0.141
H -0.508 -2.661 3.100 -0.234 0.002 0.056
H -0.330 -5.226 2.190 0.083 0.074 -0.092
H 1.309 -6.499 3.929 -0.162 -0.072 0.053
N 2.792 -4.276 -0.494 0.065 0.042 -0.481
C 3.403 -4.158 -1.723 0.089 0.038 0.629
C 3.934 -2.895 -1.787 0.151 0.157 -0.106
C 3.629 -2.223 -0.568 -0.247 -0.347 0.140
C 2.907 -3.105 0.196 0.162 -0.156 0.296
H 2.387 -5.118 -0.128 -0.100 0.032 -0.018
H 3.481 -5.011 -2.373 -0.077 0.089 -0.177
H 4.513 -2.489 -2.601 -0.068 -0.088 -0.070
H 3.942 -1.246 -0.237 -0.046 0.114 -0.175
H 2.519 -3.050 1.200 -0.036 0.192 -0.030
C 1.129 3.407 3.094 0.201 -0.484 -0.344
C -0.119 3.734 3.886 0.371 -0.222 0.378
N -1.421 3.464 3.207 0.159 0.640 -0.234
C -2.515 4.098 4.008 0.202 -0.189 -0.068
C -2.773 3.420 5.334 -0.173 -0.062 0.159
C -1.389 4.102 1.848 -1.031 0.454 -0.329
C -1.181 5.611 1.820 0.268 0.229 0.121
H 1.211 2.355 2.819 -0.120 0.010 0.172
H 1.989 3.624 3.729 0.022 0.106 -0.069
H 1.234 3.942 2.149 -0.012 0.280 0.190
H -0.095 3.153 4.804 -0.063 0.004 0.003
H -0.060 4.784 4.191 -0.342 0.029 -0.104
H -2.243 5.140 4.186 -0.101 0.040 -0.118
H -3.416 4.061 3.394 -0.012 0.093 0.006
H -3.604 3.940 5.812 -0.007 -0.056 0.047
H -3.067 2.378 5.211 -0.017 0.028 0.044
H -1.928 3.468 6.018 0.057 0.029 -0.063
H -2.375 3.932 1.410 0.110 -0.192 -0.023
H -0.679 3.598 1.201 0.170 -0.092 0.225
H -0.292 5.925 2.372 -0.007 0.025 -0.105
H -2.033 6.174 2.201 -0.012 -0.142 0.123
H -1.061 5.938 0.787 0.095 -0.144 -0.035
C -4.197 -1.933 -3.252 0.252 -0.148 0.371
C -3.241 -1.520 -4.379 -1.120 0.696 -0.235
N -2.171 -2.433 -4.725 0.154 -0.634 0.143
C -1.228 -2.550 -3.605 0.335 1.124 -1.006
C 0.050 -3.304 -3.918 0.248 -0.032 0.863
C -2.642 -3.748 -5.161 -0.097 -0.089 0.485
C -3.506 -3.720 -6.402 0.091 0.346 -0.135
H -3.674 -2.038 -2.297 -0.040 -0.168 -0.045
H -4.698 -2.872 -3.491 0.068 -0.070 0.079
H -4.984 -1.202 -3.071 0.103 0.191 -0.284
H -3.887 -1.311 -5.238 0.269 -0.303 -0.245
H -2.835 -0.526 -4.185 0.332 -0.182 0.259
H -1.674 -2.958 -2.690 -0.108 -0.068 -0.049
H -0.944 -1.504 -3.434 -0.048 -0.109 0.436
H 0.670 -2.923 -4.729 -0.538 -0.020 -0.449
H -0.184 -4.362 -4.016 0.443 -0.109 -0.163
H 0.713 -3.164 -3.054 -0.136 -0.366 0.108
H -1.776 -4.384 -5.335 0.086 0.125 -0.179
H -3.186 -4.258 -4.343 -0.078 0.057 -0.052
H -3.865 -4.727 -6.610 -0.059 0.037 -0.145
H -4.355 -3.047 -6.293 -0.178 -0.205 0.118
H -2.947 -3.334 -7.257 0.093 -0.183 -0.011

***

121
Properties=species:S:1:pos:R:3:forces:R:3 method="wB97M-V/def2-TZVPD" multiplicity=1 e_lumo_ha=-0.090 charge=+1 homo_energy_ev=-12.0 energy_ha=-2737.1120 gap_ev=9.547 max_force_ha_per_bohr=0.053
O 3.693 -1.771 3.384 -0.441 0.753 -0.545
C 5.054 -1.378 3.220 0.957 -0.999 0.600
C 5.669 -1.729 1.850 -1.010 -0.200 -0.149
C 5.028 -0.997 0.628 0.466 0.554 0.139
C 4.460 0.432 0.917 0.632 -0.198 -1.616
N 2.993 0.446 0.783 -0.425 0.198 0.245
C 2.183 0.769 1.776 0.933 0.359 1.942
N 2.619 1.102 3.053 -1.182 0.046 -0.849
C 1.501 1.368 3.698 -0.182 0.325 0.958
N 0.389 1.231 2.944 1.620 0.068 0.925
N 0.858 0.828 1.738 -1.605 0.195 -2.178
C -0.091 0.532 0.647 -0.371 -1.745 0.298
B -0.590 -0.978 0.932 -0.638 -1.033 -0.025
O -1.342 -1.254 2.076 0.509 0.431 -0.775
O -0.288 -2.014 0.071 0.230 0.695 0.656
H 3.498 -2.572 2.880 0.544 0.014 0.208
H 5.642 -1.944 3.980 -0.174 0.306 -0.426
H 5.156 -0.316 3.512 -0.385 -0.400 -0.368
H 6.759 -1.573 1.862 -0.560 0.006 0.056
H 5.493 -2.815 1.699 0.325 0.463 0.185
H 5.821 -0.877 -0.136 -0.411 -0.149 0.338
H 4.223 -1.576 0.136 0.376 0.119 0.413
H 4.798 0.893 1.853 -0.524 -0.357 -0.177
H 4.832 1.089 0.103 -0.195 -0.202 0.513
H 2.558 0.251 -0.111 0.443 -0.060 0.114
H 1.381 1.683 4.755 0.487 -0.307 -0.861
H -0.579 1.386 3.188 0.087 -0.227 -0.331
H -0.987 1.173 0.699 0.732 0.240 -0.173
H 0.386 0.511 -0.345 -0.131 0.559 0.451
H -1.674 -2.161 2.027 -0.071 0.242 0.286
H -0.434 -2.879 0.483 -0.008 0.110 -0.324
C 2.926 -4.951 5.830 -0.283 -0.010 0.262
C 3.926 -4.684 4.804 0.002 -0.090 0.092
N 4.715 -4.473 3.997 -0.099 -0.064 0.009
H 2.197 -5.690 5.496 0.123 -0.014 -0.088
H 3.380 -5.336 6.743 0.132 -0.050 -0.134
H 2.375 -4.048 6.096 0.113 0.055 -0.140
C -1.315 3.326 7.262 -0.206 0.062 0.100
C -0.073 2.714 6.812 -0.018 0.042 0.194
N 0.906 2.230 6.457 -0.310 0.190 0.318
H -2.006 3.488 6.434 0.214 -0.139 0.009
H -1.825 2.699 7.994 0.142 -0.112 -0.050
H -1.136 4.294 7.730 0.202 -0.051 -0.053
C 0.544 -4.314 -2.154 0.149 0.327 -0.215
C 0.053 -5.592 -1.653 0.063 0.048 -0.098
N -0.338 -6.597 -1.258 -0.065 0.092 0.056
H 0.396 -4.223 -3.231 -0.089 -0.176 0.029
H 0.029 -3.479 -1.683 -0.056 -0.072 -0.049
H 1.610 -4.194 -1.959 -0.026 -0.177 0.064
C -0.015 2.362 -3.637 -0.008 0.393 -0.015
C -0.137 0.992 -3.151 0.005 0.061 -0.094
N -0.233 -0.090 -2.778 0.064 0.144 0.164
H -0.185 3.085 -2.838 -0.024 -0.186 0.125
H 0.977 2.553 -4.045 -0.013 -0.210 -0.024
H -0.736 2.571 -4.425 0.011 -0.237 -0.013
C 8.448 0.368 4.102 -0.070 0.140 0.364
C 8.710 -0.124 2.755 0.100 0.061 0.074
N 8.916 -0.514 1.695 -0.040 0.079 0.054
H 8.415 1.458 4.126 0.042 -0.033 -0.164
H 7.494 0.000 4.479 0.013 -0.088 -0.149
H 9.223 0.047 4.798 0.050 -0.072 -0.148
C -1.438 -3.524 4.439 -0.150 0.214 -0.341
C -0.891 -4.143 5.640 -0.064 -0.007 -0.072
N -0.461 -4.628 6.586 0.046 0.058 -0.055
H -2.507 -3.335 4.537 0.035 -0.087 0.180
H -0.954 -2.569 4.232 0.089 -0.040 0.199
H -1.297 -4.162 3.564 0.076 -0.175 0.168
C -3.479 -5.333 -3.761 0.100 -0.043 0.467
C -2.535 -5.037 -4.833 -0.053 -0.006 0.133
N -1.792 -4.804 -5.676 0.004 0.008 0.061
H -4.214 -6.068 -4.068 0.117 0.037 -0.132
H -2.971 -5.729 -2.880 0.213 0.022 -0.141
H -4.024 -4.442 -3.450 0.044 0.052 -0.199
C 0.194 5.678 -5.940 0.231 0.291 0.140
C 0.087 4.302 -6.407 0.015 0.178 -0.091
N 0.001 3.220 -6.784 -0.042 0.062 0.031
H 1.232 5.959 -5.759 0.024 -0.178 -0.056
H -0.210 6.380 -6.665 -0.053 -0.177 -0.066
H -0.349 5.827 -5.006 -0.068 -0.180 -0.047
C -3.643 6.895 7.085 0.021 0.365 0.153
C -3.793 5.542 6.564 -0.123 0.099 -0.011
N -3.911 4.476 6.154 -0.079 0.202 -0.023
H -2.592 7.151 7.226 0.008 -0.152 -0.063
H -4.072 7.630 6.405 -0.032 -0.152 -0.083
H -4.141 7.006 8.048 -0.038 -0.169 -0.043
C -2.064 8.403 -4.132 -0.281 -0.091 0.282
C -1.119 8.615 -5.221 -0.027 0.157 -0.003
N -0.377 8.787 -6.079 -0.038 0.017 0.117
H -2.812 7.654 -4.398 0.088 0.021 -0.171
H -1.559 8.059 -3.229 0.131 0.044 -0.100
H -2.593 9.322 -3.883 0.104 0.051 -0.130
C -6.754 -7.858 -6.450 -0.071 -0.281 -0.313
C -6.492 -6.888 -5.395 -0.049 -0.034 -0.072
N -6.287 -6.123 -4.564 -0.283 -0.155 -0.266
H -7.728 -8.329 -6.321 0.007 0.113 0.149
H -6.742 -7.386 -7.432 0.040 0.145 0.113
H -6.003 -8.648 -6.455 0.057 0.105 0.139
C 4.884 -6.410 9.583 0.205 0.236 0.224
C 4.164 -7.358 8.741 0.048 0.019 0.073
N 3.599 -8.106 8.080 0.014 0.106 -0.022
H 4.577 -5.384 9.379 -0.096 -0.084 -0.089
H 4.702 -6.602 10.640 -0.098 -0.117 -0.078
H 5.960 -6.470 9.418 -0.061 -0.122 -0.107
C -2.574 4.708 -9.760 -0.055 -0.309 -0.299
C -2.304 5.746 -8.774 -0.018 -0.064 -0.047
N -2.091 6.562 -7.994 -0.133 -0.052 -0.095
H -3.551 4.252 -9.597 0.008 0.124 0.133
H -2.563 5.111 -10.772 0.032 0.149 0.101
H -1.828 3.915 -9.712 0.060 0.114 0.152
C -1.934 10.203 -9.324 -0.015 -0.458 -0.133
C -1.943 11.545 -8.756 0.011 -0.077 -0.034
N -1.950 12.601 -8.307 -0.017 -0.047 0.000
H -1.889 9.440 -8.545 0.042 0.147 0.101
H -2.830 10.012 -9.915 -0.037 0.201 0.056
H -1.075 10.051 -9.977 0.041 0.183 0.071
C -7.979 -5.768 -1.808 0.116 0.210 -0.216
C -8.711 -6.707 -0.967 0.031 0.090 -0.009
N -9.286 -7.447 -0.305 0.029 0.021 -0.026
H -8.583 -4.892 -2.046 -0.123 -0.100 0.099
H -7.073 -5.414 -1.317 -0.049 -0.132 0.106
H -7.680 -6.223 -2.752 -0.077 -0.069 0.170